Entry 1:
The following is a DFT calculation (ωB97M-V/def2-TZVPD) of C3H5N3 in the gas phase at a distorted geometry.

Values from the calculation:
Multiplicity: 1
Highest occupied orbital energy, eV: -8.97
SMILES: [H]/N=C1\CN=CN1
ΔE to the lowest compared entry with this formula, charge and spin, kJ/mol: 114.1

Atoms and positions in Å:
H1 2.448 0.798 -0.143
N1 2.042 -0.180 -0.112
C1 0.754 -0.097 0.030
C2 -0.019 1.123 0.134
N2 -1.476 0.712 -0.118
C3 -1.348 -0.570 -0.048
N3 -0.133 -1.078 0.086
H2 0.086 1.729 1.085
H3 0.203 1.866 -0.729
H4 -2.177 -1.188 -0.152
H5 0.087 -2.119 0.253

=====

Entry 2:
The following is a DFT calculation (ωB97M-V/def2-TZVPD) of 11 unconnected molecules or ions with the total composition C41H63BF3O31 at a distorted geometry.

Values from the calculation:
Multiplicity: 1
Highest occupied orbital energy, eV: -5.32
Charge: -1

Atoms and positions in Å:
C1 -4.653 -2.397 1.834
O1 -3.215 -1.999 1.748
C2 -2.448 -3.056 1.061
C3 -1.059 -2.504 0.337
C4 -0.853 -3.032 -1.201
C5 0.562 -3.814 -1.484
C6 1.891 -3.066 -0.844
C7 1.815 -1.491 -1.313
C8 3.256 -0.677 -1.072
C9 2.837 0.940 -1.112
C10 3.645 1.759 -2.279
B1 2.714 3.047 -2.714
C11 2.907 4.312 -1.648
F1 1.543 4.666 -1.102
F2 3.733 3.959 -0.458
F3 3.556 5.430 -2.372
H1 -5.098 -2.714 0.784
H2 -5.317 -1.537 2.274
H3 -4.798 -3.331 2.542
H4 -3.134 -3.447 0.178
H5 -2.135 -3.954 1.764
H6 -0.123 -2.659 1.041
H7 -1.199 -1.320 0.265
H8 -0.861 -2.092 -1.935
H9 -1.772 -3.709 -1.511
H10 0.524 -4.979 -1.226
H11 0.724 -3.781 -2.666
H12 1.931 -3.072 0.325
H13 2.826 -3.588 -1.345
H14 1.037 -0.926 -0.611
H15 1.406 -1.343 -2.418
H16 4.052 -0.959 -1.884
H17 3.723 -0.966 -0.012
H18 2.943 1.423 -0.029
H19 1.679 1.034 -1.373
H20 3.852 1.033 -3.200
H21 4.701 2.038 -1.848
H22 1.544 2.804 -2.702
H23 2.954 3.352 -3.841
C12 -2.782 0.898 -1.133
C13 -2.457 2.291 -1.565
O2 -1.121 2.189 -2.017
C14 -0.918 0.884 -2.363
O3 0.069 0.473 -2.951
O4 -1.962 0.100 -1.966
H24 -3.837 0.652 -1.278
H25 -2.512 0.710 -0.088
H26 -3.087 2.629 -2.395
H27 -2.536 3.010 -0.744
C15 2.821 -6.095 -5.324
C16 3.681 -6.054 -4.102
O5 2.743 -5.981 -3.046
C17 1.573 -6.504 -3.517
O6 0.601 -6.753 -2.824
O7 1.634 -6.713 -4.865
H28 3.274 -6.676 -6.132
H29 2.577 -5.095 -5.698
H30 4.280 -6.963 -3.981
H31 4.346 -5.186 -4.091
C18 -7.176 1.082 -4.013
C19 -6.496 2.149 -4.809
O8 -5.858 2.935 -3.820
C20 -5.682 2.134 -2.729
O9 -5.013 2.435 -1.754
O10 -6.351 0.953 -2.871
H32 -7.239 0.135 -4.556
H33 -8.181 1.376 -3.692
H34 -5.736 1.746 -5.485
H35 -7.203 2.751 -5.386
C21 3.262 6.889 1.196
C22 4.676 6.953 0.716
O11 5.315 7.755 1.691
C23 4.573 7.659 2.833
O12 4.924 8.087 3.920
O13 3.389 7.021 2.600
H36 2.777 5.944 0.938
H37 2.654 7.717 0.817
H38 5.156 5.968 0.699
H39 4.759 7.406 -0.275
C24 -1.689 -6.213 -6.038
C25 -2.008 -5.434 -4.804
O14 -2.052 -4.097 -5.265
C26 -2.323 -4.147 -6.602
O15 -2.598 -3.175 -7.285
O16 -2.247 -5.426 -7.073
H40 -2.134 -7.212 -6.028
H41 -0.611 -6.306 -6.207
H42 -2.986 -5.696 -4.386
H43 -1.247 -5.552 -4.028
C27 4.601 5.426 5.780
C28 4.386 6.298 6.974
O17 4.171 5.369 8.020
C29 4.761 4.198 7.639
O18 4.915 3.235 8.371
O19 5.155 4.247 6.333
H44 5.287 5.874 5.056
H45 3.664 5.172 5.273
H46 5.267 6.903 7.214
H47 3.522 6.958 6.858
C30 -7.580 -2.799 -0.956
C31 -6.689 -1.947 -1.802
O20 -6.817 -2.521 -3.089
C32 -8.014 -3.176 -3.115
O21 -8.523 -3.641 -4.121
O22 -8.567 -3.242 -1.868
H48 -8.035 -2.238 -0.135
H49 -7.060 -3.671 -0.547
H50 -7.024 -0.905 -1.844
H51 -5.649 -1.973 -1.467
C33 -0.143 -1.200 4.770
C34 -1.037 -1.880 5.756
O23 -1.137 -3.198 5.250
C35 -0.031 -3.412 4.479
O24 0.293 -4.497 4.026
O25 0.666 -2.254 4.283
H52 0.470 -0.422 5.231
H53 -0.699 -0.766 3.932
H54 -0.600 -1.918 6.759
H55 -2.023 -1.411 5.816
C36 -1.730 -8.253 4.425
C37 -0.840 -7.402 3.580
O26 -0.967 -7.975 2.293
C38 -2.165 -8.630 2.267
O27 -2.674 -9.095 1.261
O28 -2.718 -8.696 3.513
H56 -2.185 -7.693 5.247
H57 -1.210 -9.125 4.835
H58 -1.174 -6.360 3.538
H59 0.201 -7.428 3.915
C39 5.906 11.602 2.839
C40 6.307 10.845 4.063
O29 6.309 11.836 5.073
C41 5.476 12.833 4.653
O30 5.112 13.765 5.349
O31 5.104 12.649 3.352
H60 5.337 10.987 2.136
H61 6.764 12.037 2.317
H62 5.581 10.069 4.331
H63 7.295 10.388 3.965

=====

Entry 3:
The following is a DFT calculation (ωB97M-V/def2-TZVPD) of 7 unconnected molecules or ions with the total composition CH15NO6 at a distorted geometry.

Values from the calculation:
Multiplicity: 1
Highest occupied orbital energy, eV: -9.90
ΔE to the lowest compared entry with this formula, charge and spin, kJ/mol: 974.9

Atoms and positions in Å:
N1 -1.823 1.903 1.165
C1 -1.324 -1.033 0.822
O1 -0.083 -1.423 1.268
H1 -1.944 2.834 1.530
H2 -0.917 1.537 1.456
H3 -2.015 -0.861 1.662
H4 -1.780 -1.801 0.200
H5 -1.234 -0.095 0.241
H6 0.344 -1.923 0.489
H7 1.548 -2.779 -0.520
O2 1.393 -1.862 -0.714
H8 -0.860 0.181 -1.910
H9 0.569 -0.462 -1.679
O3 0.097 0.313 -2.036
H10 -2.767 0.555 -2.054
H11 -2.132 1.535 0.264
O4 -2.379 0.698 -1.173
H12 2.147 -0.714 -0.621
H13 2.283 0.657 -1.346
O5 2.720 0.190 -0.607
H14 1.934 0.825 0.923
H15 1.037 0.341 2.066
O6 1.248 1.142 1.574

=====

Entry 4:
The following is a DFT calculation (ωB97M-V/def2-TZVPD) of a molecular structure, C8H4Cl3HoNO3Ru at a distorted geometry.

Values from the calculation:
Multiplicity: 10
Highest occupied orbital energy (alpha / beta), eV: -20.63 / -22.99
Charge: +4

Atoms and positions in Å:
Ru1 2.398 5.438 -0.368
Ho1 0.245 -0.058 1.029
Cl1 2.258 3.127 -0.720
Cl2 -1.588 1.095 0.034
C1 -1.276 -0.673 2.760
C2 3.772 6.378 -1.142
C3 1.427 6.922 0.135
O1 -1.853 -1.382 3.454
O2 4.646 7.012 -1.616
O3 0.752 7.837 0.448
Cl3 1.584 -4.724 -0.358
C4 0.122 -3.810 -0.361
C5 -1.043 -4.213 -1.011
C6 -2.230 -3.446 -0.919
C7 -2.143 -2.268 -0.177
N1 -0.965 -1.832 0.337
C8 0.126 -2.642 0.409
H1 -1.009 -5.150 -1.569
H2 -3.192 -3.758 -1.373
H3 -2.965 -1.554 -0.058
H4 0.937 -2.301 1.065